[1]
12
Properties=species:S:1:pos:R:3:forces:R:3 method="wB97M-V/def2-TZVPD" charge=+2 lumo_ev="-11.33 / -11.02"
O 0.02592 -1.08564 0.80708 -2.348 -3.627 -2.321
C 0.01325 -1.11780 -0.55011 1.133 2.591 -1.576
C -1.19126 -1.61920 1.54178 0.956 -1.295 0.796
O 0.67864 -0.17422 -1.01901 -0.310 -1.483 -0.123
C -1.70933 -0.53150 2.41321 -0.236 1.751 -0.231
Li 1.52909 0.42543 -2.81654 -0.206 -0.158 0.355
H -0.69384 -2.38721 2.15950 -0.471 0.028 -0.178
H -2.36003 -1.00236 3.17305 0.791 0.395 0.122
H -2.34510 0.17789 1.84776 0.508 -0.042 0.477
Li -1.92683 -2.26367 -0.40131 -0.130 -0.242 0.207
Tl 0.88295 0.26771 1.95296 6.379 3.082 -0.745
O -0.58776 0.34487 3.07270 -6.066 -1.001 3.217


[2]
122
Properties=species:S:1:pos:R:3:forces:R:3 method="wB97M-V/def2-TZVPD" charge=-1 de_lowest_kj_mol=0.00 lumo_ev=1.63
Ca -0.48548 -3.57193 1.67372 -0.571 -0.020 0.389
P -3.02273 -2.64889 3.42508 -1.171 0.353 0.546
F -3.01808 -2.18064 1.89170 0.355 -0.093 -0.141
F -2.45791 -4.12253 2.93282 0.021 -0.780 -0.126
F -1.41001 -2.28322 3.50940 0.256 0.631 0.120
F -2.95837 -3.10952 4.96565 0.231 -0.247 -0.139
F -3.44906 -1.17865 3.88643 0.263 -0.045 -0.056
F -4.52609 -3.15454 3.31217 0.199 -0.013 -0.036
P 0.12147 -0.12169 0.31492 0.221 -1.494 0.611
F -1.36517 -0.40728 -0.10827 -0.154 0.364 -0.337
F 0.71835 -1.11107 -0.81856 -0.296 0.476 -0.495
F 0.21090 1.17896 -0.59429 0.279 0.158 -0.201
F 1.67074 0.04872 0.82136 -0.068 0.275 0.111
F -0.33435 0.70459 1.61856 -0.148 0.392 -0.158
F 0.00380 -1.51194 1.27816 0.621 0.617 0.193
P -1.89461 -4.78198 -0.94660 -1.200 -0.453 -2.660
F -0.94885 -5.43342 0.24704 -0.386 -0.338 0.669
F -0.57598 -4.81719 -1.88359 0.076 0.092 0.328
F -2.34576 -6.22606 -1.49044 0.529 -0.126 0.675
F -2.71645 -4.09683 -2.13458 0.075 0.269 0.575
F -3.13991 -4.73842 0.04720 0.175 -0.084 0.273
F -1.45133 -3.30162 -0.37729 0.361 0.299 0.080
C 4.89855 0.50955 -1.72500 -0.108 -0.580 -0.673
C 3.69578 -0.39977 -1.92284 -0.160 1.522 -0.341
C 2.70449 0.16261 -2.97394 0.844 -0.665 0.714
O 2.33948 -1.03985 -3.66286 -0.434 0.645 -0.628
C 3.24776 -2.01025 -3.45797 -0.327 0.060 0.689
O 3.23809 -3.08379 -3.95672 0.097 -0.084 -0.376
O 4.13726 -1.60810 -2.52286 0.173 -0.363 0.270
H 4.59236 1.52504 -1.48326 0.062 -0.033 0.341
H 5.40310 0.53339 -2.69562 0.088 0.167 0.076
H 5.60637 0.07616 -1.02097 -0.081 0.269 0.264
H 3.13596 -0.57330 -1.00616 0.194 -0.316 0.058
H 3.19575 0.89079 -3.62572 -0.036 -0.270 -0.317
H 1.85274 0.63996 -2.50294 -0.241 -0.326 -0.016
C -2.75945 2.87790 -0.20146 -0.083 -0.464 0.518
C -2.20644 4.28117 -0.19546 0.578 -1.023 -0.017
C -0.68339 4.37708 -0.41029 -0.371 0.028 0.012
O -0.54608 5.37592 -1.43377 0.102 -0.107 0.024
C -1.75011 5.60996 -1.99698 0.013 0.126 0.076
O -1.90641 6.29931 -2.95615 -0.018 0.082 -0.162
O -2.72375 4.96742 -1.34669 -0.235 0.401 0.420
H -2.27815 2.24690 0.55521 0.251 0.162 -0.082
H -2.62887 2.38496 -1.16398 -0.046 0.072 -0.048
H -3.81002 2.86717 0.09049 -0.089 0.141 -0.353
H -2.46076 4.73198 0.76554 -0.370 0.624 -0.410
H -0.26374 3.43876 -0.77226 0.034 0.021 0.032
H -0.18001 4.72450 0.48733 0.151 -0.060 -0.058
C 0.76021 1.70818 -5.54480 0.593 -0.112 -1.203
C -0.15155 1.88233 -4.36023 -0.167 0.143 -1.008
C -0.96267 3.19226 -4.31816 0.653 -0.028 -0.513
O -2.28813 2.76680 -4.01277 0.118 0.345 0.505
C -2.34107 1.41670 -4.00963 0.350 -0.025 -0.331
O -3.25283 0.75811 -3.65502 -0.571 -0.075 0.024
O -1.19134 0.91665 -4.51959 0.121 -0.165 0.636
H 1.69111 2.27568 -5.47870 -0.033 0.002 0.261
H 0.32546 1.97329 -6.51608 -0.435 0.425 0.374
H 1.01023 0.66093 -5.74119 0.121 -0.059 0.704
H 0.41845 1.70157 -3.45027 -0.337 -0.065 0.267
H -0.93043 3.67450 -5.29741 -0.293 -0.057 -0.050
H -0.58527 3.92616 -3.61006 -0.215 -0.147 0.288
C -1.97602 1.46516 4.77014 -0.209 0.203 -0.324
C -3.07212 2.46774 4.48069 0.365 0.182 0.365
C -2.63941 3.68223 3.66363 -0.255 -0.200 -0.584
O -3.76518 3.90314 2.79554 -0.028 0.197 -0.044
C -4.54940 2.80121 2.78178 0.083 -0.480 0.580
O -5.53383 2.65191 2.14051 -0.007 0.244 -0.304
O -4.06121 1.87796 3.64618 -0.238 0.092 -0.166
H -1.24540 1.90269 5.45243 -0.001 -0.063 0.084
H -1.48553 1.20087 3.83028 0.013 -0.127 0.059
H -2.42907 0.57062 5.19126 0.178 -0.045 0.090
H -3.55133 2.78213 5.41447 -0.081 -0.020 -0.053
H -1.78013 3.43172 3.03374 0.071 0.146 0.078
H -2.47436 4.60914 4.20375 0.139 -0.106 0.192
C 3.07763 -4.83990 4.17602 0.070 0.176 0.136
O 2.84072 -3.61319 4.88871 -0.012 -0.091 -0.084
C 1.94732 -2.80517 4.33654 -0.210 0.234 0.214
O 1.22463 -3.09772 3.41024 -0.063 -0.423 -0.365
O 1.96799 -1.64252 4.94750 0.253 -0.056 0.011
C 0.97266 -0.68277 4.55063 -0.515 0.379 0.575
H 3.32817 -4.59734 3.14571 0.110 -0.202 -0.035
H 2.22341 -5.51372 4.20620 -0.144 0.161 0.043
H 3.91069 -5.29481 4.70063 0.084 -0.038 -0.141
H 1.27838 0.26341 4.99284 0.296 -0.042 -0.195
H 0.02577 -0.93638 5.02799 -0.024 -0.214 -0.291
H 0.85472 -0.60409 3.47531 0.094 -0.124 -0.048
C 1.42018 2.85687 2.67203 -0.148 -0.591 -1.278
O 2.07948 3.88175 3.39392 0.436 -0.122 0.249
C 1.62230 5.11584 3.24452 0.153 -0.056 0.190
O 0.73074 5.46783 2.52055 -0.293 0.026 -0.110
O 2.33468 5.90952 4.04853 -0.065 0.020 0.060
C 1.91168 7.27560 4.08195 0.289 0.130 -0.406
H 1.31627 3.08616 1.60632 -0.314 0.486 0.233
H 0.44923 2.62022 3.09872 0.014 0.035 0.043
H 2.04274 1.96586 2.61157 0.141 0.082 0.764
H 1.04731 7.39568 4.73085 -0.016 -0.009 0.014
H 1.68253 7.62188 3.07526 -0.155 -0.032 0.059
H 2.76496 7.84072 4.44613 -0.062 -0.047 0.206
C -1.86687 -1.23231 -7.53541 -0.146 0.239 0.318
O -2.32587 -2.47426 -7.01519 -0.377 -0.168 -0.304
C -2.06852 -2.78944 -5.72940 0.191 0.234 0.002
O -2.63700 -3.67411 -5.17014 -0.019 -0.188 0.058
O -1.11795 -1.99744 -5.24106 0.901 0.283 -0.131
C -0.79711 -2.09056 -3.84739 -1.166 -0.414 0.891
H -0.77938 -1.20752 -7.52865 0.010 0.189 -0.133
H -2.27634 -0.40452 -6.95086 0.247 -0.035 0.133
H -2.27549 -1.12301 -8.53726 0.134 -0.336 -0.096
H -0.13753 -2.90270 -3.54442 0.066 -0.198 -0.690
H -1.75002 -2.26360 -3.34696 0.181 0.093 0.326
H -0.36727 -1.16036 -3.50191 -0.017 0.197 -0.389
C 3.59128 -2.69610 0.76272 -0.406 1.279 0.206
O 3.63976 -4.08005 0.46269 0.000 -0.013 -0.068
C 2.50954 -4.76368 0.42408 0.214 -0.541 -0.324
O 1.38732 -4.35846 0.63591 0.619 0.371 0.253
O 2.81073 -6.01094 0.11092 0.297 0.139 0.317
C 1.75757 -6.96571 0.10047 -0.633 -0.856 -0.599
H 4.45985 -2.19956 0.33781 0.226 -0.461 -0.045
H 3.57716 -2.50531 1.83804 0.062 -0.300 0.032
H 2.72760 -2.17154 0.35321 -0.221 -0.479 -0.092
H 0.92168 -6.69088 0.73483 0.091 0.140 -0.010
H 2.14733 -7.93978 0.39462 0.350 0.277 0.281
H 1.40050 -7.11185 -0.92117 -0.115 0.398 0.064


[3]
106
Properties=species:S:1:pos:R:3:forces:R:3 method="wB97M-V/def2-TZVPD" charge=0 de_lowest_kj_mol=361.25 lumo_ev=-0.74
Tl -1.17526 1.45616 -2.63851 0.000 0.038 -0.106
C 6.15585 -3.53979 2.01596 -0.039 -0.004 -0.032
C 5.53544 -2.47616 2.91875 -0.022 -0.123 -0.117
C 4.69625 -3.15541 3.99838 -0.047 0.056 0.096
C 3.88766 -2.20569 4.89225 -0.077 -0.051 -0.132
C 2.54620 -1.83565 4.29780 0.100 0.038 0.115
C 1.42543 -1.68110 5.10240 0.146 -0.058 0.046
C 0.17859 -1.41858 4.55736 -0.008 -0.017 -0.014
F -0.87595 -1.32483 5.39154 -0.042 -0.010 0.046
C -0.02620 -1.27358 3.20897 -0.001 -0.062 -0.058
C 1.09689 -1.36860 2.39081 -0.015 -0.118 0.027
C 1.34196 -1.15783 0.97359 0.029 -0.004 -0.059
O 0.06065 0.60730 -0.03792 0.010 0.469 0.152
C 2.17747 0.09268 -0.81204 -0.314 0.047 -0.080
C 3.29076 -0.83015 -0.36588 0.126 -0.062 0.168
N 3.33439 -1.86768 1.93377 0.061 -0.052 0.088
C 2.36556 -1.68875 2.92047 0.097 0.055 -0.214
C 1.63018 0.55216 -2.17626 -0.145 0.226 -0.084
O 1.89214 1.70943 -2.52964 0.051 -0.507 0.028
O 0.82556 -0.28789 -2.66857 0.094 0.406 0.011
H 6.72313 -4.26901 2.60006 -0.049 0.031 -0.043
H 6.83291 -3.09146 1.28416 -0.032 -0.040 0.027
H 5.37162 -4.08014 1.47273 0.075 0.043 0.046
H 6.34642 -1.93293 3.41194 0.027 0.015 -0.010
H 5.37290 -3.74806 4.61809 -0.025 0.002 0.021
H 4.00857 -3.86189 3.52213 0.042 -0.017 0.020
H 4.46760 -1.30134 5.10581 -0.002 -0.007 -0.002
H 3.70402 -2.68965 5.85194 -0.006 0.042 0.042
H 1.50403 -1.80986 6.17673 -0.001 0.021 -0.053
H -1.01278 -1.08890 2.80971 0.031 -0.056 0.003
H 4.03931 -1.17146 -1.07295 -0.139 0.025 -0.017
C -4.10603 4.16202 -2.29099 0.037 0.080 0.042
C -4.01617 3.54956 -0.88677 -0.128 0.006 -0.089
C -4.57338 4.52259 0.15538 0.007 -0.027 0.052
C -4.71432 2.20139 -0.85891 0.087 -0.100 0.101
C -6.09900 2.16017 -0.99478 -0.048 -0.002 -0.015
C -6.78368 0.95742 -0.98186 0.052 0.023 0.005
C -6.06627 -0.22264 -0.87574 0.032 -0.046 0.002
C -4.67654 -0.23624 -0.76103 0.014 0.063 -0.156
C -4.00823 -1.60953 -0.73200 0.177 0.103 0.132
C -3.62103 -2.06334 0.68401 -0.032 0.034 -0.015
C -2.82466 -1.77649 -1.68974 -0.141 -0.109 0.001
C -3.98823 0.99781 -0.70742 -0.318 0.074 0.030
N -2.58570 1.02885 -0.53760 -0.036 -0.231 -0.070
C -2.12525 0.94320 0.69788 0.240 0.118 0.144
C -0.81650 0.73509 1.05074 -0.562 -0.274 0.026
N 1.04037 -0.29407 0.06257 0.246 0.055 -0.018
C 3.23336 0.57116 0.07743 0.109 -0.245 0.130
C 3.49967 1.41519 1.06184 0.046 0.080 -0.036
C 4.47694 1.13684 2.13488 -0.069 0.135 -0.052
C 4.94875 -0.02554 2.59181 0.008 -0.107 0.009
C 4.73510 -1.45002 2.08207 -0.183 0.139 0.184
C 2.67447 -1.80475 0.61966 0.157 -0.137 0.031
C 2.51225 -3.22196 0.00822 -0.189 0.002 -0.015
C 1.95578 -3.17637 -1.41785 -0.002 0.000 0.013
C 1.65633 -4.14616 0.87630 0.039 0.055 0.066
C 2.78568 2.75551 1.07763 0.065 0.043 0.073
C 3.63946 3.80307 0.35310 -0.027 0.000 0.009
C 2.40879 3.21572 2.48851 -0.020 -0.028 -0.001
H -3.44213 5.03045 -2.38631 -0.112 -0.127 -0.007
H -5.12941 4.48993 -2.50385 0.081 -0.035 0.013
H -3.83885 3.42081 -3.04826 0.067 0.055 -0.025
H -2.96891 3.38009 -0.64927 0.130 -0.048 -0.020
H -5.60294 4.81033 -0.07878 0.076 -0.021 0.029
H -3.97042 5.43537 0.19136 -0.062 -0.064 -0.021
H -4.57041 4.06933 1.14967 0.011 0.052 -0.042
H -6.65348 3.08891 -1.10450 0.063 -0.082 0.023
H -7.86424 0.93673 -1.06321 0.045 0.002 -0.019
H -6.59678 -1.17148 -0.88752 0.054 0.072 -0.031
H -4.77950 -2.29824 -1.08090 -0.082 -0.041 0.000
H -2.66711 -1.62275 0.98162 0.005 0.046 0.026
H -3.51518 -3.15207 0.71827 0.035 0.073 -0.015
H -4.37779 -1.77135 1.41569 0.015 -0.043 -0.015
H -1.99122 -1.13143 -1.41237 0.042 -0.081 0.056
H -3.11325 -1.53455 -2.71703 -0.007 -0.348 0.709
H -2.48205 -2.81651 -1.66946 -0.007 0.068 -0.011
H -2.81161 1.07087 1.54272 -0.011 -0.039 -0.042
H -0.39842 0.81524 2.03867 0.093 0.252 -0.217
H 4.80592 2.02018 2.67690 -0.001 -0.064 -0.048
H 5.63421 0.04746 3.43386 -0.041 -0.007 -0.072
H 5.14570 -1.48267 1.07360 0.033 -0.007 -0.076
H 3.53047 -3.62536 -0.01785 0.045 0.015 -0.007
H 1.03502 -2.58796 -1.48137 0.078 -0.056 -0.005
H 1.72856 -4.19127 -1.75368 0.033 0.062 0.030
H 2.66146 -2.74316 -2.12867 -0.079 0.006 0.038
H 0.60776 -3.83005 0.86975 0.076 -0.042 -0.004
H 2.00044 -4.17376 1.91337 -0.023 0.001 -0.060
H 1.69840 -5.16265 0.47971 -0.011 0.055 0.016
H 1.86769 2.62764 0.50164 -0.029 -0.037 -0.050
H 4.62803 3.89104 0.81758 -0.070 0.012 -0.026
H 3.15477 4.78294 0.39649 0.050 -0.069 0.006
H 3.76663 3.52533 -0.69506 0.000 0.017 0.071
H 3.26650 3.63876 3.01922 -0.050 -0.046 -0.008
H 2.00713 2.39432 3.08960 0.002 0.049 -0.035
H 1.64414 3.99207 2.42866 0.045 0.001 0.016
S -2.94035 -0.52480 -4.59002 0.044 0.340 -0.608
C -3.27759 0.41982 -5.89676 0.021 0.078 -0.196
N -2.94408 1.70730 -6.07420 -0.054 0.051 -0.067
C -3.61846 2.43167 -7.14101 0.059 -0.046 -0.034
C -3.89478 1.38945 -8.21565 -0.012 -0.147 0.051
S -4.16838 -0.15626 -7.29216 -0.092 -0.009 0.026
H -2.48808 2.19683 -5.32263 0.032 0.021 0.131
H -2.98237 3.23247 -7.51340 0.029 0.012 0.000
H -4.55208 2.86687 -6.77777 -0.053 0.008 0.053
H -3.04338 1.25413 -8.87947 0.019 0.037 -0.015
H -4.78285 1.62012 -8.79814 0.027 0.041 -0.013